No. 1
# C51H42AuBrNO4P2S

A molecular structure, C51H42AuBrNO4P2S (the ωB97M-V functional and the def2-TZVPD basis, the Open Molecules 2025 dataset).

Results
HOMO-LUMO gap   6.7277 eV
2S+1   1
Max |F|   4.849 eV/A
Charge   -1
Energy relative to the best compared isomer or geometry (same formula, charge and spin)   169.2 kJ/mol

Last column: Mulliken charge in e.
Positions of all 103 atoms, in Å:
1 Au 0.74349 0.79345 -1.19755  0.579
2 C -2.44264 1.70510 4.71822  -1.923
3 C -1.57081 0.63631 4.13341  2.740
4 C -1.34624 -0.47529 5.18852  -2.086
5 C -2.28685 0.09916 2.88448  -0.393
6 C -3.23467 -0.88738 3.01277  0.000
7 C -3.84820 -1.44383 1.90700  -0.916
8 C -3.35242 -1.20759 0.62794  -0.883
9 C -2.35866 -0.24280 0.40253  0.280
10 P -1.52448 0.10810 -1.11770  1.799
11 C -2.25314 1.54285 -1.86559  0.665
12 C -2.20972 1.71850 -3.30690  -0.255
13 C -2.96590 2.72267 -4.00163  -0.836
14 C -3.67683 3.60164 -3.28590  -0.610
15 C -3.66510 3.59524 -1.90264  -0.542
16 C -3.10925 2.51866 -1.15895  -0.719
17 C -1.65537 -1.19725 -2.30682  0.299
18 C -0.62557 -2.08945 -2.35482  -0.144
19 C -0.51404 -3.07032 -3.33165  -0.945
20 C -1.67253 -3.31874 -4.13204  -0.483
21 C -2.77036 -2.44161 -4.04763  -0.799
22 C -2.75764 -1.37512 -3.16463  -0.352
23 C -1.90313 0.45985 1.56572  -0.340
24 O -0.91786 1.39811 1.30084  -0.259
25 C 0.08564 1.66576 2.27430  -1.044
26 C 1.21352 2.39585 1.92071  0.959
27 C 2.21281 2.67272 2.92893  -1.126
28 C 2.03288 2.19380 4.18796  -1.204
29 C 0.78591 1.61084 4.60449  -0.597
30 C -0.17961 1.26878 3.65242  0.238
31 P 1.73907 2.51545 0.17511  1.007
32 C 1.19019 4.01380 -0.54278  0.204
33 C 0.34674 4.96955 0.07149  -0.517
34 C -0.15956 6.06004 -0.58126  -0.682
35 C 0.14549 6.26828 -1.93188  -0.296
36 C 0.96083 5.38043 -2.56087  -0.830
37 C 1.39772 4.21947 -1.90267  -0.200
38 C 3.54540 2.27964 0.14066  0.329
39 C 4.10869 1.07004 0.65092  -0.093
40 C 5.45805 0.96711 0.72888  -0.592
41 C 6.32540 1.96343 0.24470  -0.569
42 C 5.79636 3.17709 -0.17178  -0.596
43 C 4.38500 3.32669 -0.16412  -0.597
44 H -3.00918 1.30035 5.51333  0.462
45 H -3.16240 2.16768 4.02697  0.411
46 H -1.96858 2.65594 5.02145  0.347
47 H -2.40108 -0.79340 5.48493  0.448
48 H -0.79452 -0.09614 6.10490  0.484
49 H -0.84150 -1.29130 4.73521  0.359
50 H -3.49313 -1.29064 4.06616  -0.103
51 H -4.73724 -1.99727 2.03736  0.488
52 H -3.87234 -1.67277 -0.18187  0.517
53 H -1.49095 1.09495 -3.82683  0.497
54 H -2.76381 2.63166 -5.08215  0.374
55 H -4.32397 4.28930 -3.79915  0.366
56 H -3.99898 4.52603 -1.44244  0.376
57 H -3.16863 2.54816 -0.04659  0.146
58 H 0.10535 -2.00245 -1.54333  0.566
59 H 0.39423 -3.68793 -3.38990  0.439
60 H -1.69410 -4.08687 -4.96825  0.280
61 H -3.67587 -2.68611 -4.59888  0.363
62 H -3.61149 -0.76762 -3.03738  0.652
63 H 3.17091 2.99476 2.60209  0.677
64 H 2.74843 2.36565 4.89561  0.575
65 H 0.68209 1.10645 5.57263  0.194
66 H 0.18507 4.95637 1.18819  0.150
67 H -0.76041 6.82589 -0.05813  0.360
68 H -0.32021 7.17287 -2.40046  0.307
69 H 1.17281 5.48924 -3.64246  0.339
70 H 1.80217 3.45015 -2.52617  0.513
71 H 3.41786 0.15577 0.77365  0.208
72 H 5.84359 0.10969 1.26615  0.404
73 H 7.42267 1.86394 0.31505  0.339
74 H 6.39447 4.00579 -0.54676  0.395
75 H 3.99131 4.27164 -0.40958  0.455
76 Br 4.62274 -1.84603 -6.04141  -0.249
77 C 3.66642 -0.90038 -4.72172  -0.059
78 C 3.83890 -1.27247 -3.38193  -0.634
79 C 2.89392 -0.91289 -2.41202  -0.104
80 C 1.95799 0.03454 -2.70735  0.023
81 C 1.76047 0.48521 -3.97081  -0.107
82 C 2.57976 -0.04017 -5.02071  -0.516
83 H 4.64937 -1.96133 -3.14337  0.379
84 H 3.01001 -1.36227 -1.44184  0.422
85 H 1.08294 1.27807 -4.18314  0.310
86 H 2.37753 0.16187 -6.08233  0.356
87 N 0.53260 -8.40254 0.22068  -0.545
88 C -0.02774 -7.26396 0.82209  0.802
89 C -1.40596 -7.07226 0.91613  -0.772
90 C -1.91174 -5.83768 1.52150  -0.136
91 C -1.05037 -4.90067 2.00837  0.098
92 C 0.31070 -5.14411 1.97541  -0.807
93 C 0.83188 -6.33838 1.50449  -0.578
94 S -1.44375 -3.66487 3.29824  1.313
95 O -2.91234 -3.66015 3.34705  -0.742
96 O -0.76962 -3.96617 4.58671  -0.732
97 O -0.69848 -2.46178 2.73122  -0.446
98 H 0.13192 -8.75920 -0.68015  0.212
99 H 1.53235 -8.57641 0.30796  0.193
100 H -2.07904 -7.74138 0.35891  0.248
101 H -2.98152 -5.68475 1.74762  0.392
102 H 0.95450 -4.33446 2.31723  0.332
103 H 1.83138 -6.63422 1.72767  0.288

Cartesian forces (eV/Å) of the 3 atoms listed first:
0.22 0.19 0.34
-0.50 2.68 -0.50
1.90 0.28 -1.62

No. 2
# C51H42BrN7O2Sn

A molecular structure, C51H42BrN7O2Sn (the ωB97M-V functional and the def2-TZVPD basis, the Open Molecules 2025 dataset).

Results
HOMO-LUMO gap   4.1937 eV
2S+1   1
Max |F|   3.070 eV/A
Charge   +2
Energy relative to the best compared isomer or geometry (same formula, charge and spin)   0.0 kJ/mol

Last column: Mulliken charge in e.
Positions of all 104 atoms, in Å:
1 Sn -0.22631 -0.93519 -0.32474  2.419
2 O -1.42485 0.57866 0.72542  0.255
3 C -2.29256 1.61819 0.15327  2.086
4 C -1.63000 2.18122 -1.11719  -1.147
5 C -0.24715 2.70042 -0.86404  -0.864
6 C -0.00565 4.06963 -0.69981  -0.612
7 C 1.30863 4.50319 -0.56933  -1.213
8 C 2.33202 3.55719 -0.54883  -0.583
9 C 2.01185 2.20010 -0.63812  0.095
10 C 3.06631 1.16554 -0.54773  -2.219
11 C 2.93645 0.18650 0.63641  2.363
12 O 1.83675 -0.71955 0.39685  0.184
13 C 4.17696 -0.65500 0.74455  -0.101
14 C 4.12202 -2.06097 0.66959  0.116
15 C 5.26281 -2.83045 0.67504  -0.980
16 C 6.51595 -2.21771 0.76305  -0.638
17 C 6.60073 -0.82794 0.88775  -1.064
18 C 5.44886 -0.06002 0.90384  -0.337
19 C 2.80530 0.86147 2.02018  0.233
20 C 3.35710 2.12184 2.26014  -0.257
21 C 3.30807 2.66325 3.53711  -1.094
22 C 2.73929 1.93396 4.58437  -0.843
23 C 2.19595 0.66848 4.34232  -0.795
24 C 2.24871 0.12894 3.06349  -0.241
25 N 0.73282 1.77729 -0.79804  1.326
26 C -3.65461 0.97992 -0.10137  -0.563
27 C -4.22134 0.23466 0.94540  -0.162
28 C -5.45614 -0.36499 0.79709  -0.971
29 C -6.16495 -0.20982 -0.40020  -0.637
30 C -5.61393 0.54061 -1.43174  -1.131
31 C -4.36168 1.14436 -1.28449  0.045
32 C -2.43612 2.70491 1.18067  -0.020
33 C -1.37000 3.01462 2.05113  -0.329
34 C -1.45230 4.08784 2.90783  -0.837
35 C -2.61952 4.86719 2.94707  -0.808
36 C -3.68122 4.55759 2.10439  -0.848
37 C -3.59712 3.49510 1.22387  -0.366
38 H -2.24373 3.00425 -1.49510  0.931
39 H -1.56115 1.43231 -1.90518  0.223
40 H -0.83320 4.76385 -0.68029  0.601
41 H 1.52828 5.55906 -0.49581  0.492
42 H 3.37643 3.84563 -0.48779  0.587
43 H 4.02919 1.67635 -0.49546  0.703
44 H 3.07319 0.53122 -1.44402  0.555
45 H 3.14124 -2.52273 0.58108  0.038
46 H 5.17551 -3.90396 0.57944  0.483
47 H 7.41419 -2.81367 0.74927  0.416
48 H 7.56567 -0.35979 0.98376  0.460
49 H 5.52688 1.01652 0.99631  0.360
50 H 3.82802 2.68393 1.45756  0.365
51 H 3.69790 3.65395 3.71907  0.466
52 H 2.72269 2.36146 5.57624  0.445
53 H 1.73222 0.10716 5.14370  0.468
54 H 1.88729 -0.86733 2.85967  0.552
55 H -3.67277 0.13347 1.87204  0.500
56 H -5.88089 -0.95281 1.59922  0.479
57 H -7.12655 -0.68927 -0.51673  0.468
58 H -6.16231 0.66885 -2.35330  0.490
59 H -3.96794 1.72836 -2.10666  0.507
60 H -0.47337 2.40627 1.99538  0.445
61 H -0.62499 4.31540 3.56020  0.560
62 H -2.69349 5.69293 3.63549  0.437
63 H -4.58789 5.14520 2.12299  0.471
64 H -4.43079 3.26504 0.57034  0.448
65 N 0.03411 -3.41931 3.51607  -0.069
66 C -0.55744 -2.30861 4.16186  -0.974
67 C -0.90912 -1.43238 3.16731  -0.536
68 N -0.55557 -1.95595 1.90253  0.823
69 C 0.01274 -3.16557 2.17409  -0.233
70 C 0.52288 -3.95551 1.11519  -0.309
71 N 0.48068 -3.48632 -0.16354  0.693
72 C 1.09715 -4.49495 -0.91901  -0.517
73 C 1.49499 -5.53369 -0.11468  -0.909
74 N 1.12496 -5.18021 1.19609  -0.029
75 H 0.37598 -4.27991 3.92183  0.197
76 H -0.67289 -2.26125 5.22360  0.472
77 H -1.37911 -0.46712 3.22752  0.341
78 H 1.17718 -4.37744 -1.98587  0.483
79 H 1.99127 -6.45726 -0.35131  0.435
80 H 1.22850 -5.71107 2.04593  0.183
81 Br 3.20445 1.85116 -6.92530  -0.126
82 C 2.00036 0.94152 -5.83130  -0.433
83 C 0.93030 0.21136 -6.38595  -0.737
84 C 0.02167 -0.46178 -5.56641  -0.876
85 C 0.17303 -0.42587 -4.16539  -0.648
86 C 1.25996 0.29570 -3.61426  1.563
87 C 2.15756 0.97415 -4.42109  -0.005
88 N -0.66703 -1.01429 -3.24908  0.550
89 C -1.68354 -1.75110 -3.61517  -0.033
90 C -2.59414 -2.31677 -2.65984  0.162
91 C -3.73114 -3.04670 -3.13460  -1.117
92 C -4.61626 -3.57335 -2.22228  -0.579
93 C -4.37264 -3.39007 -0.83667  -0.839
94 C -3.24295 -2.68546 -0.45784  -0.562
95 N -2.35903 -2.14221 -1.34289  0.425
96 H 0.84485 0.18801 -7.46252  0.440
97 H -0.80028 -1.03045 -5.96800  0.361
98 H 1.31763 0.31618 -2.53966  -0.756
99 H 2.98502 1.53710 -4.01671  0.616
100 H -1.88946 -1.98048 -4.66721  0.231
101 H -3.85677 -3.13689 -4.20082  0.542
102 H -5.47789 -4.12870 -2.55722  0.482
103 H -5.03878 -3.77588 -0.07897  0.502
104 H -3.02200 -2.51129 0.58491  0.375

Cartesian forces (eV/Å) of the 3 atoms listed first:
0.47 1.83 2.42
0.75 -1.16 -1.12
0.36 -1.54 -0.58

| no. | DFT total energy (eV) |
| --- | --- |
| 1 | -166394.6891 |
| 2 | -143954.3798 |